The following is a quantum chemistry calculation of a cluster of 2 separate species, C6H10O in total, from the OMol25 dataset.

Results
F_max: 0.39 eV/A
structure (SMILES): CC1=C(O)CC=C1.[H][H]
energy above the lowest of the compared OMol25 structures with the same formula, charge and spin: 31.9 kcal/mol
DFT total energy: -8429.857 eV

Geometry as ORCA input:
```
! wB97M-V def2-TZVPD RIJCOSX def2/J DEFGRID3
* xyz 0 1
C 2.13995 0.18667 0.32631
C 0.65386 -0.02866 0.32395
C -0.29330 0.89004 0.04076
O -0.14851 2.18374 -0.33977
C -1.66883 0.32460 0.22295
C -1.37859 -1.12342 0.51343
C -0.04794 -1.28751 0.60868
H 2.40127 1.18112 0.71564
H 2.58456 0.09572 -0.67416
H 2.63952 -0.54442 0.97068
H 0.79439 2.35704 -0.46571
H -2.32663 0.50796 -0.63367
H -2.13884 0.79419 1.09813
H -2.14173 -1.88069 0.64955
H 0.46184 -2.21694 0.84679
H -0.93010 -1.03345 -1.98665
H -0.60091 -0.40599 -2.21690
*
```

The net atomic charges from Mulliken, expressed in e, are: -1.381, 0.956, -0.043, -0.566, -0.448, -0.790, -0.522, 0.374, 0.282, 0.362, 0.308, 0.369, 0.311, 0.366, 0.417, 0.009, -0.004

---

The following is a quantum chemistry calculation of a structure of composition C3H4N2O in a non-equilibrium geometry, from the OMol25 dataset.

Results
F_max: 10.90 eV/A
energy above the lowest of the compared OMol25 structures with the same formula, charge and spin: 51.6 kcal/mol
DFT total energy: -8201.649 eV

Geometry as ORCA input:
```
! wB97M-V def2-TZVPD RIJCOSX def2/J DEFGRID3
* xyz 0 1
C -0.16222 -0.81207 0.28926
C 0.42087 0.50377 -1.15014
C -0.18628 1.30188 -0.13095
H -0.11335 -2.59014 0.36500
H 0.81046 0.78841 -2.05701
H -0.00811 2.47147 0.15476
H -0.36555 0.56708 1.76330
N 0.23043 -0.75247 -0.95069
N -0.51210 0.42947 0.71091
O -0.11413 -1.90741 1.00555
*
```

The net atomic charges from Mulliken, expressed in e, are: 0.400, -0.329, -0.308, 0.365, 0.460, 0.247, 0.300, -0.577, -0.062, -0.495

---

The following is a quantum chemistry calculation of a structure of composition C40H31Br2CrN3O3P2, from the OMol25 dataset.

Results
F_max: 0.66 eV/A
energy above the lowest of the compared OMol25 structures with the same formula, charge and spin: 87.7 kcal/mol
DFT total energy: -239674.620 eV

Geometry as ORCA input:
```
! wB97M-V def2-TZVPD RIJCOSX def2/J DEFGRID3
* xyz 1 4
Cr 0.20380 1.07887 -0.02051
O 3.55879 0.73979 2.18903
C 2.82916 0.66113 1.23317
O 1.51812 0.78267 1.30264
C 2.64665 0.70371 -1.40983
C 3.97089 1.07253 -2.10488
C 4.51794 -0.08623 -2.86658
C 3.77219 -1.15923 -3.11607
C 2.36544 -1.18881 -2.69890
N 1.80195 -0.33445 -1.94393
H 3.98211 1.97811 -2.71368
H 5.53360 -0.01073 -3.23786
H 4.15290 -1.99797 -3.68222
H 1.75432 -2.00058 -3.08504
Br -0.22933 5.89038 1.18592
C 1.20187 4.93756 0.44894
C 2.47064 5.60772 0.31112
C 3.55970 4.91966 -0.05561
Br 5.22495 5.79345 -0.16159
C 3.48716 3.49209 -0.37820
C 4.57108 2.69186 -0.33432
C 4.60413 1.24545 -0.67440
C 3.44275 0.35757 -0.13448
N 1.77026 1.79497 -1.05567
C 2.13787 2.94099 -0.53686
C 1.03815 3.63928 0.09651
O -0.05210 2.91913 0.28188
H 2.52204 6.65927 0.55193
H 5.51908 3.15716 -0.09287
H 5.60006 0.83549 -0.53449
H 3.76652 -0.68386 -0.14770
C -3.02619 -2.00144 1.63336
N -2.09597 -1.10682 0.93438
P -2.31517 0.59412 0.73371
C -4.10486 0.83889 0.83944
C -4.97752 0.23222 -0.06429
C -6.34063 0.42273 0.06726
C -6.83737 1.22592 1.08968
C -5.97325 1.83665 1.98327
C -4.60307 1.64137 1.86106
C -2.03284 0.75807 -1.09271
C -2.02029 -0.34425 -1.96004
C -1.86493 -0.16865 -3.32055
C -1.73172 1.11412 -3.84602
C -1.77642 2.21565 -3.01063
C -1.93235 2.04466 -1.63859
P -0.44003 -1.41719 0.75577
C -0.32641 -3.02497 -0.07373
C -0.11028 -3.06747 -1.44965
C -0.08678 -4.28096 -2.12063
C -0.27773 -5.46268 -1.41898
C -0.49196 -5.43055 -0.04764
C -0.51498 -4.21888 0.62451
C 0.25581 -1.69437 2.39798
C -0.30844 -1.06506 3.50440
C 0.31938 -1.12925 4.73818
C 1.52450 -1.80318 4.87018
C 2.09989 -2.41915 3.76841
C 1.46928 -2.36675 2.53578
H -3.53400 -2.66633 0.93258
H -3.78149 -1.42838 2.16909
H -2.48526 -2.60395 2.36362
H -4.59226 -0.38265 -0.86895
H -7.02086 -0.04743 -0.63035
H -7.90476 1.37609 1.18291
H -6.36019 2.46401 2.77471
H -3.92244 2.11508 2.55817
H -2.15122 -1.33655 -1.54931
H -1.85870 -1.02813 -3.97884
H -1.60787 1.24953 -4.91250
H -1.69933 3.21466 -3.41830
H -1.98383 2.91199 -0.99461
H 0.04033 -2.13984 -1.98524
H 0.08129 -4.30705 -3.18992
H -0.25860 -6.41095 -1.93966
H -0.64075 -6.35160 0.49994
H -0.67180 -4.20287 1.69582
H -1.23651 -0.51429 3.40735
H -0.12711 -0.64205 5.59462
H 2.01981 -1.84197 5.83101
H 3.04401 -2.93776 3.86754
H 1.92917 -2.84933 1.68100
*
```

The net atomic charges from Mulliken, expressed in e, are: 0.008, -0.684, -0.084, -0.227, 0.671, -0.132, -1.383, -0.937, 0.331, 0.200, 0.575, 0.471, 0.477, 0.440, -0.129, 0.203, -0.359, -0.462, -0.184, 0.899, -1.452, -0.334, -0.272, -0.367, 1.713, -0.615, -0.136, 0.418, 0.383, 0.745, 0.820, -1.050, 0.012, 1.005, 0.206, 0.046, -0.888, -0.426, -0.823, -0.176, 0.094, -0.608, -1.208, -0.664, -0.810, -0.157, 1.163, 0.161, 0.271, -1.234, -0.671, -0.759, -0.685, 0.779, -0.694, -0.785, -0.608, -0.744, -0.594, 0.178, 0.451, 0.402, 0.326, 0.431, 0.411, 0.417, 0.466, 1.033, 0.497, 0.444, 0.457, 0.525, 0.479, 0.492, 0.416, 0.450, 0.385, 0.216, 0.460, 0.400, 0.439, 0.481